ORCA calculation (wB97M-V/def2-TZVPD) on a molecular structure, C42H32Br2N3O2OsP in a non-equilibrium geometry.

Lowest unoccupied orbital energy, eV: -6.72
Net charge: +2
2S+1: 1
Total energy, a.u.: -7513.99824

CARTESIAN COORDINATES (ANGSTROEM)
Os  -0.2313  0.4750  -0.2608
O  2.1636  -5.8086  -2.2469
C  1.5330  -4.7179  -1.8066
C  0.1584  -4.5093  -1.9309
C  -0.3728  -3.3403  -1.4296
N  0.3498  -2.3834  -0.8359
C  1.6457  -2.6194  -0.7400
Br  2.6536  -1.2630  0.1493
C  2.3091  -3.7393  -1.1853
H  1.5485  -6.4400  -2.6400
H  -0.4822  -5.2432  -2.4022
H  -1.4401  -3.1592  -1.5014
H  3.3734  -3.8722  -1.0595
O  1.1683  2.3772  1.3951
C  0.0844  2.2080  0.9220
C  -1.0648  3.1279  1.1283
C  -1.0703  4.0486  2.1714
C  -2.1758  4.8665  2.3332
C  -3.2509  4.7793  1.4536
C  -3.2352  3.8751  0.4003
C  -2.1396  3.0355  0.2539
P  -1.8842  1.8563  -1.0774
C  -3.4550  1.2201  -1.6534
C  -4.2989  2.0295  -2.4189
C  -5.5377  1.5521  -2.8124
C  -5.9361  0.2690  -2.4544
C  -5.0986  -0.5381  -1.6982
C  -3.8598  -0.0618  -1.2982
C  -1.1428  2.8211  -2.4243
C  -0.2138  3.8189  -2.1174
C  0.4307  4.5074  -3.1346
C  0.1526  4.2085  -4.4608
C  -0.7656  3.2140  -4.7717
C  -1.4039  2.5137  -3.7602
H  -0.2200  4.1066  2.8381
H  -2.2076  5.5769  3.1482
H  -4.1101  5.4216  1.5933
H  -4.0760  3.8197  -0.2783
H  -3.9939  3.0284  -2.7066
H  -6.1931  2.1797  -3.4010
H  -6.9020  -0.1019  -2.7699
H  -5.4104  -1.5371  -1.4237
H  -3.1937  -0.6811  -0.7136
H  -0.0021  4.0839  -1.0893
H  1.1406  5.2860  -2.8901
H  0.6423  4.7594  -5.2529
H  -0.9932  2.9893  -5.8061
H  -2.1234  1.7465  -4.0173
N  -0.6240  -0.3921  1.2215
C  -0.8133  -1.0357  2.3079
C  -0.1871  -0.5315  3.5440
C  0.9227  0.3130  3.5098
C  1.4660  0.7890  4.6891
C  0.9002  0.4362  5.9071
C  -0.2122  -0.3928  5.9499
C  -0.7526  -0.8829  4.7741
C  -1.5442  -2.3196  2.2866
C  -2.7124  -2.4595  1.5416
C  -3.3749  -3.6740  1.5080
C  -2.8533  -4.7642  2.1934
C  -1.6815  -4.6355  2.9267
C  -1.0314  -3.4137  2.9849
H  1.3760  0.5696  2.5651
H  2.3372  1.4295  4.6614
H  1.3309  0.8065  6.8279
H  -0.6590  -0.6530  6.8996
H  -1.6332  -1.5106  4.8026
H  -3.1230  -1.5956  1.0419
H  -4.3016  -3.7766  0.9587
H  -3.3687  -5.7150  2.1634
H  -1.2780  -5.4873  3.4570
H  -0.1133  -3.3118  3.5490
Br  -1.4424  -1.2588  -5.7533
C  -0.2192  -0.5518  -4.5223
C  1.0056  -0.0364  -4.9326
C  1.8456  0.5102  -3.9797
C  1.4445  0.5218  -2.6562
N  0.2625  0.0152  -2.2663
C  -0.5626  -0.5023  -3.1898
H  1.2871  -0.0606  -5.9770
H  2.8100  0.9164  -4.2492
H  2.0871  0.9104  -1.8734
H  -1.4975  -0.9112  -2.8296

Electronic structure analysis, Löwdin charges in units of e: Os 1.212; O 0.121; C -0.296; C 0.026; C -0.130; N -0.014; C -0.709; Br 0.836; C -0.017; H 0.133; H 0.128; H 0.114; H 0.128; O 0.052; C -0.424; C -0.238; C 0.016; C -0.025; C -0.028; C -0.034; C -0.297; P 0.977; C -0.352; C -0.088; C -0.041; C -0.040; C -0.051; C -0.100; C -0.333; C -0.067; C -0.046; C -0.046; C -0.051; C -0.102; H 0.132; H 0.122; H 0.122; H 0.110; H 0.118; H 0.121; H 0.120; H 0.113; H 0.059; H 0.107; H 0.119; H 0.119; H 0.120; H 0.103; N -0.059; C -0.213; C -0.161; C -0.031; C -0.042; C -0.043; C -0.044; C -0.015; C -0.183; C -0.031; C -0.057; C -0.050; C -0.043; C -0.016; H 0.063; H 0.119; H 0.118; H 0.118; H 0.124; H 0.088; H 0.111; H 0.117; H 0.118; H 0.129; Br 0.847; C -0.670; C -0.054; C -0.001; C -0.133; N -0.153; C -0.203; H 0.127; H 0.131; H 0.095; H 0.101

***

ORCA calculation (wB97M-V/def2-TZVPD) on a molecular structure, C42H32Cl2N5O4PSZn.

Lowest unoccupied orbital energy, eV: -0.29
2S+1: 1
Total energy, a.u.: -5633.72480

CARTESIAN COORDINATES (ANGSTROEM)
Zn  -0.6663  -0.4259  1.1867
N  -1.3063  1.3243  2.6071
C  -2.1918  2.3733  2.1999
C  -3.0374  2.9976  3.1122
C  -3.8504  4.0401  2.7046
C  -3.8174  4.4808  1.3853
C  -2.9959  3.8400  0.4763
C  -2.1967  2.7637  0.8636
P  -1.2803  1.7305  -0.3284
C  -0.0636  2.8297  -1.1332
C  1.2583  2.7359  -0.6966
C  2.2342  3.5633  -1.2434
C  1.9021  4.4733  -2.2360
C  0.5891  4.5602  -2.6864
C  -0.3873  3.7409  -2.1403
C  -2.5363  1.4172  -1.6174
C  -2.1531  1.1800  -2.9375
C  -3.0873  0.7988  -3.8899
C  -4.4186  0.6418  -3.5319
C  -4.8084  0.8665  -2.2189
C  -3.8749  1.2477  -1.2671
H  -1.5891  0.8909  3.4786
H  -0.3621  1.6758  2.7435
H  -3.0419  2.6722  4.1458
H  -4.5050  4.5196  3.4210
H  -4.4427  5.3052  1.0686
H  -3.0072  4.1459  -0.5632
H  1.5409  2.0153  0.0672
H  3.2548  3.4844  -0.8909
H  2.6632  5.1129  -2.6656
H  0.3256  5.2678  -3.4629
H  -1.4052  3.8119  -2.5052
H  -1.1159  1.2979  -3.2334
H  -2.7718  0.6183  -4.9097
H  -5.1488  0.3410  -4.2723
H  -5.8417  0.7280  -1.9280
H  -4.1878  1.3876  -0.2403
Cl  -1.6505  -2.1077  3.2393
C  -2.6809  -3.1659  2.3109
C  -3.1287  -4.3077  2.9517
C  -3.9479  -5.1908  2.2725
C  -4.3012  -4.9148  0.9626
C  -3.8340  -3.7682  0.3443
Cl  -4.3393  -3.4965  -1.2980
C  -2.9972  -2.8372  0.9849
S  -2.4793  -1.3944  0.1307
H  -2.8346  -4.4919  3.9760
H  -4.3094  -6.0861  2.7601
H  -4.9429  -5.5850  0.4068
O  2.1571  1.1158  1.9301
C  1.7806  0.2596  2.7237
O  0.6754  -0.3892  2.6662
C  2.6663  -0.1233  3.8853
C  4.0185  0.1978  3.8612
C  4.8436  -0.1495  4.9222
C  4.3215  -0.8051  6.0273
C  2.9729  -1.0994  6.0309
C  2.1344  -0.7854  4.9821
N  2.3988  -1.7899  7.2112
O  3.1688  -2.1760  8.0650
O  1.1957  -1.9332  7.2486
H  4.4043  0.7355  3.0048
H  5.8966  0.0974  4.8962
H  4.9340  -1.0838  6.8721
H  1.0913  -1.0617  5.0114
C  3.2324  -1.5973  -0.5316
C  2.0912  -1.5425  0.2494
N  0.9428  -1.0317  -0.1976
C  0.8962  -0.5796  -1.4498
C  1.9934  -0.5539  -2.2936
C  3.1853  -1.0799  -1.8143
C  1.8885  0.1070  -3.6120
C  2.2031  -0.3945  -4.7910
C  2.6648  -1.7583  -5.0858
C  3.2711  -2.0346  -6.3036
C  3.6743  -3.3355  -6.5266
N  3.4933  -4.3027  -5.6270
C  2.8960  -3.9285  -4.4950
N  2.4748  -2.7108  -4.1722
H  4.1450  -2.0087  -0.1243
H  2.0916  -1.8965  1.2742
H  -0.0676  -0.2192  -1.7923
H  4.0700  -1.0628  -2.4401
H  1.5467  1.1416  -3.5901
H  2.1088  0.2541  -5.6576
H  3.4191  -1.2634  -7.0482
H  4.1572  -3.6166  -7.4564
H  2.7310  -4.7036  -3.7562

Electronic structure analysis, Löwdin charges in units of e: Zn 0.361; N 0.043; C -0.293; C -0.023; C -0.071; C -0.076; C -0.081; C -0.294; P 1.082; C -0.347; C -0.092; C -0.071; C -0.085; C -0.081; C -0.098; C -0.397; C -0.111; C -0.074; C -0.079; C -0.071; C -0.131; H 0.085; H 0.095; H 0.114; H 0.106; H 0.105; H 0.109; H 0.070; H 0.108; H 0.102; H 0.103; H 0.102; H 0.090; H 0.104; H 0.103; H 0.108; H 0.104; Cl 0.736; C -0.640; C -0.124; C -0.091; C -0.125; C -0.683; Cl 0.649; C -0.683; S 0.640; H 0.102; H 0.104; H 0.101; O 0.029; C -0.620; O -0.199; C -0.108; C -0.003; C -0.051; C -0.001; C -0.131; C 0.064; N -0.354; O 0.075; O 0.080; H 0.120; H 0.108; H 0.119; H 0.121; C -0.022; C -0.110; N 0.026; C -0.094; C -0.197; C -0.012; C -0.029; C -0.032; C -0.275; C -0.010; C -0.128; N 0.079; C -0.184; N 0.143; H 0.111; H 0.118; H 0.084; H 0.125; H 0.113; H 0.112; H 0.111; H 0.109; H 0.111

***

Question: What is the total energy in the first record?
Answer: -7513.99824 a.u.

***

Question: Which value of 2S+1 does entry 2 give?
Answer: 1

***

Question: The lowest total energy belongs to which entry?
Answer: C42H32Br2N3O2OsP

***

Question: Among the records above, which one has the lowest total energy?
Answer: C42H32Br2N3O2OsP